81
Properties=species:S:1:pos:R:3:mulliken_charge:R:1 method="wB97M-V/def2-TZVPD" smiles="CC(C)(C)OC(=O)N1CCC(c2c(C(=O)NC[C@@H]3CCN(C4CCCC4)C3)cnn2-c2cccc(Cl)c2)CC1" homo_energy_ev=-8.2 e_above_lowest_kj_mol=0.0 gap_ev=8.810
C 5.5726 1.4086 1.0395 -1.065
H -5.3438 1.3911 2.8567 0.361
C 2.1958 2.6985 1.9115 -0.482
C -3.0841 2.9364 2.9851 -1.504
C -0.8699 -3.3196 -4.2004 0.355
Cl -4.2486 -5.3618 -3.7073 -0.232
H 0.5562 2.5927 -0.4368 0.394
H 5.1849 -1.2393 0.4270 0.447
H -2.3716 -0.0361 4.5990 0.392
C 0.2470 -2.2804 -2.2161 -1.761
C 3.4366 1.7027 -0.0174 -0.933
C 0.5549 4.2489 0.9449 -0.903
H -1.1823 -3.8009 -0.4503 0.506
H -3.3699 -2.6398 -0.3031 0.356
H -2.7108 -2.9045 1.3312 0.535
O 1.5624 -1.2931 0.3275 -0.707
H -1.8806 -4.3214 -2.5836 0.627
H 2.3219 4.8943 2.0572 0.413
H 5.9920 0.6203 1.6624 0.354
H 2.3572 2.7503 2.9938 0.563
C 2.2831 -2.5900 -3.0390 -1.190
H -2.3998 0.9385 -0.1198 0.476
H 4.7171 2.1547 2.9266 0.442
H -3.7336 3.2183 2.1600 0.371
C -1.9030 -4.0526 -3.6269 -0.425
C -1.0042 -1.8982 -1.5007 0.048
C 0.1673 2.8248 0.5561 -0.202
H -0.2336 -0.2318 -0.3762 -0.450
H 0.2537 1.9615 2.5217 -0.677
C -4.6683 1.1101 3.6623 -1.876
H 5.1694 0.8450 -1.0445 0.679
C 1.5932 -2.0731 -1.9183 2.107
N 0.2234 -2.8817 -3.4352 0.877
H -0.4074 -2.5020 0.4712 0.243
H 2.5531 1.2020 -0.4092 0.113
N 3.5137 -1.2314 -0.8027 -0.009
O -2.8850 0.8037 2.0251 -0.167
H 1.0345 0.9489 1.3143 -0.017
C 0.8633 1.9791 1.6184 0.596
H 6.3973 1.9803 0.6160 0.310
H 0.3956 4.9651 0.1386 0.502
O -3.1428 -1.3052 2.8383 -0.673
N 1.4525 -3.0576 -3.9361 -1.331
N -2.6242 -0.9588 0.6726 0.092
H -2.0584 3.1683 2.7129 0.134
N 3.3104 1.9368 1.4018 0.197
C 4.2882 -0.6335 0.2576 -1.394
C 4.6811 0.8131 -0.0664 0.401
C -0.8759 -3.0509 -5.5651 -0.712
H -1.9355 -3.2773 -7.4044 0.377
H -4.7673 0.0446 3.8496 0.409
C 2.1897 -1.4967 -0.6989 0.556
H -4.9432 1.6549 4.5611 0.475
H -0.0470 -2.5114 -5.9943 0.472
H 3.3379 -2.6594 -3.2203 0.523
C -1.9298 -3.4866 -6.3460 -0.578
H -2.4624 1.5943 5.2847 0.467
H -3.3570 3.5134 3.8637 0.486
C 4.6322 2.3162 1.8499 -0.764
C -2.2576 1.0222 4.3839 -1.414
H 2.6562 4.2474 0.4534 0.247
C -2.3766 -0.0958 -0.4572 -1.102
H 3.9703 -1.3459 -1.6921 0.201
H -0.8752 0.2193 -1.9703 0.497
H -0.9107 2.6715 0.5472 0.134
C -1.0267 -0.4189 -1.0975 -0.118
H -3.1783 -0.2446 -1.1957 0.276
C -2.9567 -4.4666 -4.4251 0.179
C 2.0277 4.1314 1.3371 -0.766
C -3.2256 1.4411 3.2780 1.535
C -2.8977 -0.5405 1.9314 0.968
H 3.6099 2.6241 -0.6029 0.536
H -1.2314 1.2049 4.0728 0.162
H 3.6664 -0.6384 1.1551 0.337
H 4.8563 3.3778 1.6438 0.314
C -2.5589 -2.3744 0.3899 -1.281
C -2.9841 -4.1852 -5.7819 -0.447
H -1.8478 -2.0691 -2.1808 1.245
C -1.2108 -2.7323 -0.2288 -0.720
H -0.0347 4.5693 1.8061 0.175
H -3.8123 -4.5193 -6.3859 0.436

51
Properties=species:S:1:pos:R:3:mulliken_charge:R:1 method="wB97M-V/def2-TZVPD" charge=-1 homo_energy_ev=-7.3 e_above_lowest_kj_mol=0.0 gap_ev=9.976
H -0.4232 1.5225 5.1550 0.137
C 2.3771 2.8804 -0.6390 -0.313
H 2.0768 1.0866 -0.0380 0.325
O -0.5303 0.5565 6.9875 -0.532
H 2.7281 -2.7875 -0.0734 0.214
H -2.9752 -3.8069 -3.9082 0.287
H -1.3361 2.9493 -2.1793 0.362
H 1.2025 -1.6582 1.2833 0.337
H -1.9105 -2.6487 0.1968 0.505
H 0.9931 1.7410 6.1868 0.293
O -2.1417 -3.5282 0.5283 -0.564
C -1.8980 -3.5155 1.9236 -0.425
O -1.3852 3.8761 -2.4418 -0.566
H -3.2683 -2.3777 -2.8866 0.217
H 0.3696 1.5561 -5.5414 0.299
C 2.8732 -2.5893 0.9925 -0.585
H 3.3890 -3.4309 1.4489 0.284
C 0.2236 1.0289 5.8749 -0.394
O 2.2225 0.7337 -5.2848 -0.551
O -1.2283 0.0716 2.3887 -0.569
H 0.5656 0.6984 -4.0204 0.047
C -2.8213 -3.3737 -2.9191 -0.478
F 0.6129 1.5809 2.3463 -0.301
H 0.0557 0.0135 7.5194 0.294
H 1.3832 3.0095 -1.0801 -0.109
H -2.6496 -2.9141 2.4434 0.242
O -1.1473 1.9380 0.8220 -0.504
O 2.7312 1.5095 -0.6132 -0.568
H -1.7431 -3.3215 -2.7511 0.154
H 0.6674 0.1722 5.3601 0.207
S -0.3162 -0.2823 -0.7962 0.928
H -1.4741 4.2004 -0.3695 0.152
C -1.0786 4.6458 -1.2835 -0.443
F 0.7660 -1.1877 -1.5227 -0.324
H 3.0775 3.4212 -1.2728 0.357
S -0.4987 0.8706 1.4720 0.901
O -1.4003 -1.1878 -0.5792 -0.813
H 1.2785 2.2889 -4.2057 0.203
H -1.9256 -4.5393 2.2935 0.269
O -3.4392 -4.2172 -1.9522 -0.563
C 1.0716 1.3538 -4.7353 -0.303
O -0.4680 0.8008 -1.6851 -0.366
N 0.5303 -0.0021 0.5441 -0.130
H -0.0001 4.7534 -1.1465 0.196
H 2.8086 0.4764 -4.5682 0.304
H 3.4744 -1.6804 1.0978 0.242
O 1.6334 -2.4325 1.6759 -0.535
H 2.3450 3.3140 0.3661 0.276
H -1.5216 5.6309 -1.4285 0.335
H -0.9044 -3.1080 2.1298 0.064
H -2.9717 -4.0913 -1.1149 0.508

67
Properties=species:S:1:pos:R:3:lowdin_spin:R:1 method="wB97M-V/def2-TZVPD" s_squared=0.7653 charge=+1 homo_energy_ev="-9.2 / -8.7" spin_multiplicity=2 e_above_lowest_kj_mol=0.0 gap_ev="7.072 / 6.487"
N -1.2315 1.1729 -1.2679 0.006
H -1.3718 1.0675 -2.2671 0.001
H 2.4532 -0.5031 -1.0331 0.001
H -3.6815 -0.0215 -1.8961 0.000
H -2.9772 -1.9847 -3.7331 0.000
H -1.7658 3.2414 -1.0205 0.000
C -2.5788 -3.9823 0.4890 0.000
N -1.5949 -1.4029 -0.0258 0.011
H -2.6411 -4.9859 -1.4742 0.000
H -5.2528 -3.1317 -2.9421 0.000
H -5.7192 -2.9341 1.1502 0.000
H -0.9228 -4.8863 1.5495 0.000
C 2.0042 1.9017 0.2714 0.003
Cl 1.3359 -1.7877 1.0640 -0.004
H -2.4091 -3.4599 -2.9670 0.000
H 1.6511 2.1940 -1.8420 0.000
H -1.7081 -1.9127 -2.4996 0.006
H -3.4031 -5.8529 1.1407 0.000
H 1.7270 -0.0741 -2.4046 0.003
C -0.3779 2.6272 0.4874 0.004
H -1.1902 -4.0171 -1.2279 0.001
C 1.7954 -3.3712 0.2854 -0.011
H -1.1953 2.4466 1.1851 0.001
H 0.0221 3.6219 0.6967 0.000
H -4.4498 0.4991 0.1919 0.000
H -4.5683 -4.9098 0.2263 0.000
C -4.1167 -1.4272 1.2289 0.001
H -0.8474 -3.1151 1.5517 0.001
C -5.5889 -1.8545 1.1241 0.001
H -1.3910 -5.5585 -0.3858 0.000
C -0.9055 2.5790 -0.9320 0.001
C -1.5182 -3.9707 1.6192 0.001
H 2.6991 1.3274 0.8850 0.000
C 2.2207 1.5392 -1.1898 0.004
H -4.5447 0.5558 1.9449 0.000
H 2.2565 -3.9881 1.0453 0.000
H -6.1293 -1.4449 1.9834 0.000
C -3.7664 -4.8366 0.9557 0.000
H -0.1630 2.9387 -1.6378 0.000
H -3.8371 -2.7824 2.9367 0.000
H -1.9704 -3.9647 2.6074 0.000
C -2.6335 -2.4098 -2.7851 0.003
H -4.1595 -1.1085 3.3504 0.000
H -5.2602 -0.6428 -1.4150 0.000
H 0.6665 1.3983 1.7278 0.003
H -6.0825 -1.4777 0.2303 0.000
C -3.7423 -2.2187 -1.7235 0.001
Cl 2.9259 -3.1712 -1.0536 0.001
P -2.9562 -2.2164 -0.0108 0.009
N 1.7625 0.1416 -1.4138 0.014
H 2.2242 2.9590 0.4282 0.000
V -0.1015 -0.3715 -0.2283 0.914
H 3.2713 1.6729 -1.4457 0.000
H -4.6977 -0.8486 -3.0640 0.000
C -4.8277 -3.2815 -1.9442 0.001
C -1.9156 -4.6631 -0.7296 0.001
H -2.5559 -1.5697 2.7703 0.001
C -4.3803 -0.8491 -2.0179 0.000
H -5.6474 -3.2069 -1.2303 0.000
C -3.6237 -1.7556 2.6501 0.000
H -4.4375 -4.2952 -1.9165 0.000
H 0.8741 -3.7913 -0.0918 0.001
C -4.0096 0.1038 1.1045 0.001
H -4.1876 -4.4784 1.8943 0.000
N 0.6315 1.5647 0.7308 0.013
H -2.9661 0.4172 1.1690 0.002
H -2.1137 0.9142 -0.8376 0.004

14
Properties=species:S:1:pos:R:3:mulliken_charge:R:1 method="wB97M-V/def2-TZVPD" homo_energy_ev="-8.1 / -7.8" e_above_lowest_kj_mol=500.6 gap_ev="8.824 / 8.599"
C -1.6976 -1.6901 1.0746 -0.569
H 2.3782 1.6069 -0.4145 0.321
C 1.2727 1.6417 -0.3405 -1.220
H 1.0054 2.1854 0.4346 0.400
H -1.4679 -2.6520 0.7692 0.404
F -0.9644 -1.0488 1.9892 -0.223
C -0.5341 -0.1079 -0.7782 -1.227
H -2.5136 -1.0531 0.8996 0.375
H -0.7715 -1.0775 -1.1595 0.471
H -1.1195 0.7599 -0.7310 0.382
H 1.6967 -0.5111 -0.7701 0.260
C 0.8483 0.1496 -0.3211 0.123
H 0.9409 -0.2568 0.6920 0.202
H 0.9265 2.0538 -1.3443 0.300

63
Properties=species:S:1:pos:R:3:mulliken_charge:R:1 method="wB97M-V/def2-TZVPD" homo_energy_ev=-7.8 e_above_lowest_kj_mol=0.0 gap_ev=6.983
H -5.9076 -16.2258 8.3996 0.370
H -2.4773 -15.0428 7.3225 0.406
H -9.0614 -20.7586 4.4955 0.251
F -2.6359 -15.7846 2.7956 -0.258
F 1.0614 -12.5983 5.0502 -0.291
C -3.0924 -17.1829 7.4643 -1.377
H -2.9443 -17.2673 8.5690 0.398
S -6.0591 -20.0520 3.0788 -0.259
H -4.7363 -19.1313 6.9760 0.019
H -6.5503 -23.7208 0.8473 0.349
C -8.6802 -22.0813 2.8575 -1.190
H -3.4124 -24.1057 3.8523 0.300
C -4.1951 -24.6440 3.3031 -1.271
H -4.4558 -22.9187 2.0632 -0.329
H -2.8474 -18.0934 6.9382 0.411
S -2.2370 -21.5216 2.2128 -0.171
C -2.9635 -20.1343 2.7659 0.065
C -2.2480 -16.0361 6.8719 -0.486
S -4.4673 -19.6542 1.9024 -0.066
H 0.3951 -12.5327 2.5986 0.492
O -7.3495 -21.6878 5.0267 -0.390
H -1.1888 -16.2299 7.1408 0.555
N -2.4279 -15.8827 5.4528 0.087
H -7.0485 -19.3643 6.8106 0.212
H -6.9467 -17.7892 6.1188 0.194
H -7.3920 -18.0092 7.8507 0.354
H -5.3036 -24.8886 0.6922 0.484
C -1.2456 -13.8773 2.6316 -0.390
H -6.6236 -14.3018 7.1512 0.427
S -2.3065 -18.9651 3.9088 -0.201
C -1.8720 -14.8056 3.4030 0.571
C -8.6621 -21.7560 4.3650 0.600
P -5.9217 -21.7903 4.3064 0.667
C 0.1459 -13.3882 4.5306 0.098
H -3.7405 -25.3932 2.6564 0.432
C -1.6266 -15.0151 4.7676 0.102
C -6.7460 -18.3409 7.0182 -0.940
Sn -4.0084 -17.0713 4.4860 0.615
H -8.1251 -21.3815 2.2383 0.331
C -5.9330 -24.4129 1.4229 -1.607
H -10.4575 -22.9296 4.7750 0.408
C -5.2304 -15.8843 7.5931 -0.502
H -5.4011 -14.5293 5.8870 0.274
H -6.7685 -15.6444 6.0588 0.243
N -4.5451 -17.0634 7.0393 0.267
C -9.4513 -22.7890 5.1921 -1.444
C -0.5308 -14.2976 5.3047 0.511
F -1.5810 -13.7941 1.3240 -0.296
O -6.1040 -23.1305 3.4116 -0.213
H -9.4523 -22.5395 6.2372 0.342
C -5.3053 -18.3002 7.4374 -0.224
F -0.1162 -14.5639 6.5886 -0.317
C -6.0439 -15.0687 6.5906 -1.251
H -5.1732 -18.3556 8.5634 0.377
H -6.5812 -25.1840 1.8851 0.296
C -0.1866 -13.1924 3.1811 -0.507
H -4.5668 -15.1229 8.0524 0.355
S -4.4731 -21.7759 5.5927 -0.366
H -9.0056 -23.7762 5.0824 0.318
H -9.7311 -22.0123 2.6468 0.507
H -4.8312 -25.1705 4.0041 0.301
H -8.2742 -23.0871 2.6299 0.160
C -5.0486 -23.7406 2.4597 1.195

49
Properties=species:S:1:pos:R:3:lowdin_spin:R:1 method="wB97M-V/def2-TZVPD" s_squared=3.7532 charge=+1 homo_energy_ev="-4.0 / -12.5" spin_multiplicity=4 e_above_lowest_kj_mol=249.9 gap_ev="2.237 / 10.631"
H -0.1990 4.6845 -2.0520 0.012
C 0.2286 1.5559 2.8607 0.042
C 2.8843 -0.1085 -1.4131 0.042
Ni 0.0936 0.0857 -0.0460 1.868
H 0.9095 1.4930 4.7124 0.009
O 0.5778 -1.3533 1.4144 0.028
H -2.3804 2.2756 -2.5512 0.034
H -0.2785 -3.3782 2.5790 0.008
N 1.1518 1.4238 3.7344 0.017
H 0.3729 -3.0566 -4.0049 0.007
C -3.0916 -0.5258 0.4881 0.070
H 0.6397 3.7507 -0.7589 0.013
N -0.8113 2.0181 3.4839 0.026
O 0.3610 1.3763 1.6541 0.036
N 0.5749 -2.6098 -3.1220 0.018
N 0.5747 -3.0467 3.0060 0.017
N -3.8323 0.5004 0.4090 0.043
C -0.3065 -1.7748 -2.7007 0.052
H 2.0998 1.1607 3.5059 0.011
H -4.8229 -1.4476 0.6730 0.011
O -0.2860 1.7129 -1.1751 0.040
C -0.6915 2.7958 -1.6268 0.079
H 1.1707 -2.9752 -2.3929 0.011
N 3.3622 0.9190 -1.9178 0.020
N 3.6343 -1.1230 -1.7155 0.016
O 1.9630 -0.2235 -0.7089 0.034
C 1.0683 -1.9375 2.3758 0.036
H 3.1406 -1.9137 -1.3268 0.010
N -1.2049 -1.4754 -3.5610 0.030
H 4.2004 -1.2669 -2.5395 0.007
H 1.2135 -3.6324 3.5246 0.005
H 2.7658 -0.8603 2.6113 0.012
H -1.7445 1.9162 3.1110 0.016
H 3.1038 1.8347 -1.5788 0.013
H 4.1623 0.7266 -2.5033 0.007
N -1.7796 3.0658 -2.3649 0.045
O -1.9028 -0.4795 0.5194 0.032
H -1.3276 -2.1371 -4.3142 0.008
H -4.8209 0.4508 0.2079 0.017
H -3.3968 -2.4980 0.8059 0.010
N -3.8269 -1.5849 0.7699 0.026
H -1.8548 -0.7302 -3.3554 0.031
N 0.0396 3.8311 -1.5673 0.029
H -1.8184 3.8822 -2.9583 0.015
H 2.1968 -2.2499 3.7188 0.006
H -0.6637 2.2157 4.4633 0.008
N 2.1687 -1.6045 2.9424 0.015
H -3.3583 1.3915 0.4463 0.025
O -0.2593 -1.0735 -1.7623 0.035

123
Properties=species:S:1:pos:R:3:mulliken_charge:R:1 method="wB97M-V/def2-TZVPD" homo_energy_ev=-7.2 gap_ev=5.145
H -0.9455 -4.9445 -3.9932 0.550
H -1.1837 2.1052 0.8182 0.176
H -2.2361 -1.8182 2.1240 0.511
H -1.9156 5.5701 7.8027 0.288
Al -4.7579 -4.3061 -1.9713 0.792
C -5.3399 4.1110 6.0175 -1.081
H 2.8804 -1.1079 -0.9298 0.348
H -1.9673 0.5626 5.9996 0.366
H 0.8192 2.0037 -0.6476 0.536
C 2.0655 -1.7657 -2.8274 0.291
O 9.1498 0.7249 -5.4165 -0.505
H -4.4418 2.8456 0.6302 0.314
H 4.0670 -1.4855 -2.1578 0.390
H -1.3544 3.0750 -0.6422 0.519
H -1.5308 4.0188 8.7818 0.299
H 7.5796 -3.2747 -4.2874 0.376
C 3.3017 0.4881 -2.3129 0.023
C -1.2515 3.8329 6.4582 -0.086
H -1.8230 -3.3017 -1.2410 -0.244
H -8.6949 3.1055 5.7392 0.371
H 0.6679 -3.2487 -0.6988 0.755
H -1.3366 -3.4540 0.4298 0.604
H -0.0892 2.1002 7.2900 0.293
C -2.3197 -1.6123 -0.0330 0.414
P 0.3234 -1.7431 -2.4436 1.165
C 1.1806 -4.9452 -3.9182 -0.366
Ca -1.4173 1.7811 8.2035 0.842
F -4.2987 -2.6495 -2.2725 -0.448
C -0.4340 -2.9238 -3.5777 -1.533
H 8.3610 -1.7597 -7.5325 0.398
F -5.0569 -4.5161 -0.2753 -0.448
H -8.2291 4.5210 6.7772 0.405
C 6.1465 -2.3289 -6.2869 -0.980
H -1.5898 -0.3836 -2.7004 0.780
N 7.3650 -1.6957 -5.6692 0.105
H 0.4644 -1.6654 -0.0350 0.797
H -0.1990 2.0369 5.4460 0.347
F -2.6120 -0.7992 10.0187 -0.817
C -0.1510 1.1703 -2.3794 -1.057
H 2.5046 -4.9386 -5.6290 0.371
C 3.3141 0.8375 -3.7959 -0.845
C 0.0481 -2.3471 -0.7814 -1.309
H -5.0480 1.8640 3.6622 0.282
H 1.6871 -3.3443 -5.4092 -0.122
H -0.4432 -0.1773 -3.9762 0.621
Cl 1.8506 -1.8025 -6.0804 -0.603
H 6.4694 -3.0393 -7.0470 0.352
C 3.0995 -0.9952 -1.9968 -0.877
H 2.2008 -1.5787 -3.8995 -0.525
H -2.7515 -0.2251 1.5678 0.134
H -6.5004 2.1719 5.8063 0.035
H -4.4321 -0.8074 6.3731 0.391
H 9.0511 -2.3089 -4.5429 0.396
H 7.7302 -0.4418 -3.9863 0.357
H -1.0472 -0.6748 1.4799 0.154
C 9.4139 -0.2982 -6.3659 -0.615
C -0.0436 1.3658 -0.8637 0.263
C -1.2820 4.6670 7.8721 -0.903
H -3.3437 -1.9889 -0.0646 0.523
C -3.9915 5.0671 4.1684 -0.501
C 1.5537 -4.4829 -5.3287 -0.948
C -6.5680 3.1761 6.2693 0.717
O -4.7678 2.4695 1.4656 -0.403
C -0.1701 -4.4219 -3.4282 -0.688
H -0.2322 5.0509 7.9911 0.434
H 6.1496 -1.2285 -4.0050 0.543
H 0.7891 -4.7889 -6.0493 0.334
H 1.9786 -4.6845 -3.2132 0.206
C -4.1570 0.0265 5.7019 -0.966
H 8.5172 -3.4621 -5.8018 0.346
H -5.7562 5.1219 5.7904 0.677
H 2.5449 1.0785 -1.7948 -0.224
H 1.1389 -6.0404 -3.9073 0.421
H -0.8813 1.8762 -2.7849 0.627
C -5.2016 2.9665 3.6484 -0.991
C -3.0094 0.8720 6.3716 -0.459
H 9.9358 0.8503 -4.8735 0.316
H 7.4379 -0.2675 -7.2173 0.389
N -2.0197 1.7073 3.1377 -0.227
H -4.7934 4.2157 6.9781 0.318
C -3.0673 2.9932 5.2059 1.476
H -3.0349 0.5019 7.4970 0.502
N -2.1040 4.1481 5.5589 -0.514
H -0.3075 -4.7256 -2.3860 0.191
H -7.8549 4.4706 4.9735 0.357
H -1.5158 -2.7774 -3.4599 0.474
F -3.4607 -5.3547 -2.4631 -0.436
H 4.2537 0.8058 -1.8734 0.454
O -4.7348 3.4984 2.4039 -0.224
H 5.5376 -1.5425 -6.7307 0.417
F -3.7602 2.9989 8.1475 -0.673
C -4.4454 3.7227 4.7924 2.319
F -6.6441 2.9440 7.6615 -0.391
O -3.2543 2.2828 6.4069 0.097
H 2.3796 0.5732 -4.2933 0.279
H -0.2173 -2.5980 -4.6006 0.824
H -6.3018 3.1341 3.6548 0.449
C 8.1936 -2.7673 -5.0286 -0.937
H 0.1426 0.4213 -0.3516 -0.086
C -1.2683 2.0519 -0.2672 -1.576
H 10.1348 -1.0048 -5.9425 0.372
N -3.6335 6.0708 3.8187 -0.651
H 0.8878 3.2284 6.3221 0.416
H 6.4514 0.1374 -5.1118 0.415
C -0.5218 -0.2265 -2.8823 -1.094
H -5.0430 0.6597 5.5124 0.042
H -2.2699 -0.8085 -0.7680 -0.385
H 2.3492 -2.8124 -2.6912 -0.137
F -6.1882 -4.6853 -2.8676 -0.469
C -0.0957 2.7077 6.3201 -0.726
H -2.1900 1.5196 -0.5122 0.319
H 5.5890 -2.8417 -5.5055 0.490
C -1.3791 -2.7536 -0.4084 -0.749
H 0.7907 1.4629 -2.8463 0.147
C -2.0686 -1.0501 1.3641 -1.176
H -3.8059 -0.3252 4.7040 0.189
H 4.1275 0.3242 -4.3155 -0.174
C -7.9208 3.8887 5.9167 -1.517
C 8.1271 -0.9933 -6.7902 -0.459
H 9.8841 0.1497 -7.2477 0.381
C -2.4702 2.2673 4.0004 -1.067
H 3.4536 1.9129 -3.9271 0.481
C 6.8972 -0.7205 -4.6188 -1.142